Record 1
Density functional theory data (wB97M-V/def2-TZVPD) for C28H26FGe2NO5Pt as an isolated structure.

Atoms and positions in Å:
Pt (-0.5671, 0.9500, 1.0978)
O (-3.5467, -4.3999, 2.2952)
C (-2.8472, -3.2834, 1.9733)
C (-1.4992, -3.1463, 2.2931)
C (-0.8490, -1.9824, 1.9340)
N (-1.4997, -1.0137, 1.3110)
C (-2.7825, -1.1205, 0.9904)
C (-3.5014, -2.2567, 1.2983)
C (-3.4109, 0.0836, 0.2608)
O (-4.5711, -0.0489, -0.1187)
O (-2.6528, 1.0946, 0.0889)
C (0.6596, -1.7844, 2.1924)
O (1.2555, -2.7419, 2.6835)
O (1.1419, -0.6666, 1.8288)
H (-2.9680, -5.0042, 2.7684)
H (-0.9390, -3.9180, 2.8072)
H (-4.5387, -2.3288, 1.0044)
C (4.1145, -0.9482, 0.5797)
Ge (3.2455, 0.2502, -0.7242)
C (3.9548, 2.0712, -0.3792)
C (3.9604, -0.3302, -2.4910)
Ge (0.7848, 0.4445, -0.8431)
C (0.3658, 1.5002, -2.4765)
C (0.7114, 1.0135, -3.7344)
C (0.3791, 1.7188, -4.8814)
C (-0.3052, 2.9237, -4.7857)
C (-0.6553, 3.4180, -3.5378)
C (-0.3228, 2.7088, -2.3917)
C (0.1415, -1.3559, -1.3703)
C (-1.0799, -1.4987, -2.0293)
C (-1.5778, -2.7540, -2.3423)
C (-0.8613, -3.8928, -1.9936)
C (0.3533, -3.7674, -1.3345)
C (0.8491, -2.5074, -1.0297)
H (5.1873, -0.7435, 0.5780)
H (3.9583, -1.9953, 0.3196)
H (3.7081, -0.7879, 1.5766)
H (5.0415, 2.0592, -0.2812)
H (3.5277, 2.4524, 0.5499)
H (3.6820, 2.7557, -1.1842)
H (5.0499, -0.3389, -2.4204)
H (3.6647, 0.3443, -3.2950)
H (3.6199, -1.3369, -2.7378)
H (1.2349, 0.0666, -3.8184)
H (0.6424, 1.3221, -5.8550)
H (-0.5726, 3.4682, -5.6829)
H (-1.1961, 4.3533, -3.4554)
H (-0.6228, 3.0759, -1.4163)
H (-1.6578, -0.6145, -2.2815)
H (-2.5315, -2.8452, -2.8481)
H (-1.2506, -4.8757, -2.2311)
H (0.9087, -4.6503, -1.0408)
H (1.7867, -2.4178, -0.4914)
F (-2.0189, 4.3293, 6.0957)
C (-1.6641, 3.6121, 4.9979)
C (-2.0878, 2.3048, 4.8886)
C (-1.7224, 1.5814, 3.7592)
C (-0.9473, 2.1542, 2.7502)
C (-0.5375, 3.4759, 2.9049)
C (-0.8908, 4.2145, 4.0291)
H (-2.6911, 1.8622, 5.6706)
H (-2.0576, 0.5531, 3.6774)
H (0.0702, 3.9516, 2.1445)
H (-0.5751, 5.2425, 4.1534)

Calculated values
Total charge: -1
Multiplicity: 2
HOMO-LUMO gap (alpha / beta) in eV: 6.2 / 6.2

Atomic partial charges in e from the Löwdin method, atoms 1 to 4: 1.042 0.069 -0.280 0.064

Record 2
Density functional theory data (wB97M-V/def2-TZVPD) for a 2-piece molecular cluster, C3H12N2O2 overall.

Atoms and positions in Å:
N (2.2038, -1.1575, -1.2361)
C (1.9813, 0.0679, -0.4530)
C (0.8569, -0.1258, 0.5177)
N (1.3746, 0.0913, 1.9484)
C (-0.4215, 0.6319, 0.2799)
O (-1.6641, -0.0020, -0.0242)
H (3.2700, -1.2849, -1.3662)
H (1.9864, -1.9747, -0.7833)
H (1.7324, 0.9894, -1.0958)
H (2.9701, 0.2722, 0.0727)
H (0.4673, -1.2061, 0.3944)
H (2.2789, 0.0270, 1.7181)
H (1.1917, -0.7736, 2.5688)
H (-0.5241, 1.3754, 1.1890)
H (-0.3441, 1.3768, -0.5637)
H (-2.0884, -0.0592, 0.8306)
O (-5.2803, 0.7624, -1.0841)
H (-4.8920, 1.1399, -1.8279)
H (-5.0990, -0.1505, -1.0854)

Calculated values
Multiplicity: 1
HOMO-LUMO gap in eV: 10.4

Atomic partial charges in e from the Löwdin method, atoms 1 to 4: -0.012 -0.261 -0.376 0.044

Record 3
Density functional theory data (wB97M-V/def2-TZVPD) for an isolated ion of composition C4H7N2 and charge +1.

Atoms and positions in Å:
C (-1.1480, -0.4438, -0.2309)
C (-2.0350, 0.5621, -0.1934)
C (-0.3210, -1.5007, -0.1322)
C (1.5190, 1.0587, 0.1665)
N (1.9398, -0.2878, 0.2336)
N (1.4340, -1.3125, 0.2003)
H (-1.8160, 1.5289, -0.3463)
H (-3.1200, 0.4425, 0.0537)
H (-0.2208, -2.1672, -1.1103)
H (-0.5347, -1.9164, 0.8479)
H (1.6816, 1.3841, 1.2511)
H (2.1664, 1.6337, -0.3992)
H (0.4547, 1.0183, -0.3409)

Calculated values
Total charge: +1
Multiplicity: 1
HOMO-LUMO gap (alpha / beta) in eV: 8.4 / 8.4

Atomic partial charges in e from the Löwdin method, atoms 1 to 4: -0.038 0.094 -0.113 0.023

Record 4
Density functional theory data (wB97M-V/def2-TZVPD) for a 2-piece molecular cluster, C5H9NO2 overall.

Atoms and positions in Å:
C (0.5561, 0.5479, -1.3304)
C (-0.6028, -0.0643, -1.2188)
C (-0.9968, -1.3814, -1.7935)
O (-1.6109, 0.5783, -0.5248)
H (0.7805, 1.5257, -1.0467)
H (1.3113, -0.0110, -1.8980)
H (-0.1656, -1.6496, -2.5583)
H (-2.0140, -1.4801, -2.1283)
H (-0.9006, -1.9307, -0.8875)
H (-1.3654, 1.4860, -0.3207)
C (0.2015, -0.3842, 2.1250)
N (0.8816, 0.8260, 2.1721)
C (1.5788, 1.6491, 1.6930)
O (2.2041, 2.5260, 1.3691)
H (0.8752, -1.2424, 2.5079)
H (-0.6404, -0.2439, 2.8051)
H (-0.0927, -0.7515, 1.0348)

Calculated values
Multiplicity: 1
HOMO-LUMO gap in eV: 9.8

Atomic partial charges in e from the Löwdin method, atoms 1 to 4: 0.031 -0.506 -0.018 0.009

Record 5
Density functional theory data (wB97M-V/def2-TZVPD) for a 2-piece molecular cluster, C4H14N3O overall.

Atoms and positions in Å:
C (1.2470, 2.2011, 1.5018)
O (0.3290, 1.1660, 1.8889)
H (0.4536, 1.0186, 2.8343)
H (1.1463, 2.4364, 0.4494)
H (2.2502, 1.8662, 1.7696)
H (1.0806, 3.0957, 2.1037)
C (-1.4910, -0.6854, 0.2588)
C (-1.0227, -2.0541, 0.7807)
C (0.1022, -0.1191, -1.5406)
N (-1.1406, -0.3460, -1.1191)
N (0.3410, -0.0111, -2.8452)
N (1.1665, -0.1264, -0.7283)
H (-2.5793, -0.7514, 0.1996)
H (-1.3178, 0.1073, 0.9686)
H (-0.2042, -2.4216, 0.1580)
H (-1.7592, -2.8170, 0.6440)
H (-1.8553, 0.0165, -1.7341)
H (-0.3322, 0.2054, -3.5598)
H (1.2918, -0.0266, -3.1654)
H (1.0284, -0.1370, 0.2780)
H (1.9808, -0.6809, -0.9567)
H (-0.7153, -1.9365, 1.8139)

Calculated values
Total charge: +1
Multiplicity: 1
HOMO-LUMO gap in eV: 11.2

Atomic partial charges in e from the Löwdin method, atoms 1 to 4: -0.125 -0.160 0.099 0.075

Record 6
Density functional theory data (wB97M-V/def2-TZVPD) for C19H12BBrCl4F4N2O3Y as an isolated structure.

Atoms and positions in Å:
Y (0.4363, -0.7567, -0.6536)
Br (-4.3720, 1.8238, -5.9171)
C (-2.8869, 1.2734, -4.8695)
C (-1.8279, 0.5885, -5.4664)
C (-0.7470, 0.1908, -4.7165)
C (-0.6727, 0.4553, -3.3320)
O (0.3567, 0.0951, -2.6359)
C (-1.7684, 1.1417, -2.7392)
C (-1.8317, 1.4905, -1.3187)
N (-1.0310, 1.0862, -0.4102)
C (-1.1083, 1.5329, 0.9645)
C (-1.5944, 2.7646, 1.3423)
C (-1.5387, 3.1748, 2.6773)
C (-0.9483, 2.3325, 3.6078)
C (-0.4167, 1.1027, 3.2423)
C (0.2175, 0.1735, 4.1662)
C (0.8932, -0.8880, 3.7290)
C (1.0139, -1.2111, 2.2594)
N (-0.0156, -0.5315, 1.5004)
C (-0.4942, 0.6646, 1.9056)
C (-2.8535, 1.5474, -3.5236)
H (-1.8567, 0.3724, -6.5266)
H (0.0807, -0.3410, -5.1651)
H (-2.6614, 2.1520, -1.0450)
H (-1.9925, 3.4375, 0.5919)
H (-1.9193, 4.1441, 2.9636)
H (-0.8795, 2.6397, 4.6463)
H (0.1400, 0.3644, 5.2310)
H (1.3364, -1.5673, 4.4425)
H (0.8803, -2.2924, 2.1465)
H (-3.6755, 2.0789, -3.0601)
F (-0.1281, -3.1138, -0.1615)
B (-1.2615, -2.9897, -1.0398)
F (-1.9447, -1.8409, -0.5660)
F (-2.0183, -4.1141, -1.0825)
F (-0.7106, -2.5989, -2.2816)
Cl (2.4660, -2.4298, -1.7117)
C (3.5257, -2.4280, -0.1330)
H (4.1908, -1.5995, -0.3433)
H (3.9957, -3.4039, -0.1902)
Cl (5.1467, -0.2145, 1.4375)
C (3.6326, -0.4269, 2.3771)
Cl (3.1974, 1.1677, 2.9988)
Cl (4.0156, -1.5369, 3.7150)
C (2.4635, -0.9744, 1.4772)
O (2.3125, -0.1948, 0.4247)
O (2.8542, -2.3410, 1.0423)

Calculated values
Total charge: -1
Multiplicity: 1
HOMO-LUMO gap in eV: 6.6

Atomic partial charges in e from the Löwdin method, atoms 1 to 4: 1.525 0.679 -0.707 -0.130

no.,DFT total energy (eV),largest force on an atom (eV/Å),molar mass (g/mol)
1,-160182.6795,1.43,815.81
2,-10378.6187,4.77,108.14
3,-7229.0994,5.16,83.11
4,-10914.3194,5.67,115.13
5,-10886.9622,2.06,120.18
6,-161755.8818,1.12,713.74